No. 1
Formula: C10H16O
Source: OMol25
Level of theory: ωB97M-V with the def2-TZVPD basis set

Cartesian coordinates (Å):
C: 3.28192 -0.48506 -0.49412
C: 1.98439 -0.43250 0.31347
C: 0.74071 -0.57101 -0.56525
C: 0.52663 0.32063 -1.59854
C: -0.64309 0.22947 -2.37042
C: -1.54936 -0.75746 -2.09551
O: -2.76434 -0.93959 -2.71110
C: -1.28442 -1.75199 -1.12652
C: -0.17544 -1.60991 -0.33153
H: 3.36015 0.32676 -1.20640
H: 3.29106 -1.43307 -1.02775
H: 4.13709 -0.59261 0.17663
H: 1.96968 -1.20217 1.08480
H: 1.85069 0.51208 0.85115
H: 1.32605 1.00162 -1.82420
H: -0.78237 0.98724 -3.13230
H: -3.07635 -0.15378 -3.16404
H: -2.10941 -2.41685 -0.93101
H: 0.14895 -2.33617 0.39790
C: -1.06326 0.74784 2.11988
C: -1.47663 2.04473 2.83306
H: -1.33219 0.81463 1.06426
H: 0.01274 0.63071 2.13694
H: -1.74251 -0.03751 2.44377
H: -1.49605 1.87860 3.91279
H: -2.44701 2.43810 2.54012
H: -0.68763 2.78729 2.70390

* E: -465.8556 hartree
* frontier orbital gap: 9.2 eV
* SMILES string: CCc1ccc(O)cc1.CC
* HOMO energy: -8.38 eV
* largest force on an atom: 2.01 eV/A

=====

No. 2
Formula: C3H6ClN3
Source: OMol25
Level of theory: ωB97M-V with the def2-TZVPD basis set

Cartesian coordinates (Å):
N: 0.93815 1.57292 -0.05149
N: 1.74083 0.43396 0.00992
C: 1.29959 -0.86027 -0.00202
N: 0.13952 -1.35577 0.13704
C: -1.00606 -0.58703 0.43145
C: -2.05501 -0.54599 -0.37466
Cl: -3.51045 0.31557 0.06677
H: 0.22425 1.42370 -0.73414
H: 0.53589 1.72823 0.87752
H: 2.69208 0.57735 -0.28159
H: 2.13959 -1.55280 -0.13908
H: -1.04706 -0.12185 1.39833
H: -2.09132 -1.02801 -1.33802

* E: -742.3073 hartree
* frontier orbital gap: 9.3 eV
* SMILES string: NN/C=N\C=C\Cl
* HOMO energy: -8.51 eV
* largest force on an atom: 1.00 eV/A

=====

No. 3
Formula: C17H31AgNO5SSbSe
Source: OMol25
Level of theory: ωB97M-V with the def2-TZVPD basis set

Cartesian coordinates (Å):
Ag: -2.35382 -1.71861 -1.11720
O: -4.30619 -1.10972 -2.46329
N: -5.22404 -0.67809 -1.66447
C: -6.50561 -1.04906 -1.87722
C: -7.54014 -0.62552 -1.07978
C: -7.25501 0.21893 -0.00668
C: -5.94793 0.58959 0.21670
C: -4.89319 0.14243 -0.59599
S: -3.26425 0.55807 -0.32677
H: -6.63019 -1.70448 -2.72572
H: -8.54973 -0.95233 -1.28749
H: -8.04718 0.56454 0.64652
H: -5.68529 1.24289 1.03610
C: 3.67889 -1.21729 -1.63660
C: 3.35632 0.17646 -1.10279
C: 3.28203 1.14084 -2.28326
C: 4.45318 0.61395 -0.14142
Sb: 1.20390 0.05691 -0.32405
C: 0.90008 2.26119 0.30136
C: 2.13532 3.07466 0.67093
C: 0.23408 2.86007 -0.93742
C: -0.09729 2.30994 1.45405
C: 1.47974 -0.90339 1.68978
C: 0.07029 -1.14640 2.22871
C: 2.29007 -0.07475 2.68548
C: 2.15963 -2.25195 1.47504
H: 4.59971 -1.19009 -2.23880
H: 2.86838 -1.60147 -2.26112
H: 3.83075 -1.93295 -0.82759
H: 4.24141 1.16857 -2.82116
H: 3.05276 2.15888 -1.96099
H: 2.50740 0.82876 -2.98898
H: 5.42771 0.60543 -0.65634
H: 4.52857 -0.06433 0.70910
H: 4.28868 1.62267 0.23616
H: 2.79437 3.21179 -0.18903
H: 2.70492 2.60000 1.47279
H: 1.83527 4.07636 1.01875
H: 0.89302 2.80591 -1.80900
H: -0.02436 3.91628 -0.76927
H: -0.68626 2.32168 -1.17659
H: 0.33127 1.92551 2.38107
H: -0.99498 1.73504 1.21872
H: -0.40521 3.34989 1.64350
H: -0.41776 -0.22426 2.54884
H: 0.12633 -1.82214 3.09210
H: -0.56373 -1.64099 1.48760
H: 1.91163 0.94500 2.77829
H: 3.34464 -0.02725 2.40987
H: 2.22696 -0.54229 3.67882
H: 1.60255 -2.86416 0.76589
H: 2.20307 -2.79566 2.42876
H: 3.18284 -2.14002 1.10589
O: 0.09840 -5.09534 -0.59722
Se: -0.85260 -3.81092 -0.82157
O: 0.04466 -2.43530 -1.09781
O: -1.77990 -3.48903 0.50044
O: -1.86418 -3.97444 -2.09564

* E: -4284.0374 hartree
* frontier orbital gap: 6.4 eV
* HOMO energy: -1.83 eV
* net charge: -2
* largest force on an atom: 1.16 eV/A

=====

No. 4
Formula: C2H2OS
Source: OMol25
Level of theory: ωB97M-V with the def2-TZVPD basis set

Cartesian coordinates (Å):
C: 0.21893 -1.53956 0.59476
C: -0.89292 -1.18316 0.35492
O: -0.86923 2.01519 0.25851
S: -2.28002 -0.54035 -0.22671
H: 0.91649 -1.97832 1.23073
H: -0.90512 2.07559 1.16577

* E: -550.6222 hartree
* frontier orbital gap (spin up / spin down): 10.1 / 6.4 eV
* HOMO energy (spin up / spin down): -9.27 / -8.91 eV
* spin multiplicity: 3
* largest force on an atom: 4.35 eV/A

=====

No. 5
Formula: C13H39BeNO13S4
Source: OMol25
Level of theory: ωB97M-V with the def2-TZVPD basis set

Cartesian coordinates (Å):
Be: -4.24171 -11.32126 25.59038
N: -5.01594 -15.99695 25.60603
H: -4.88426 -15.03739 25.89240
H: -4.23881 -16.21157 24.99766
H: -5.89670 -16.05636 25.11527
H: -4.96256 -16.56868 26.43691
C: -5.75689 -13.74465 27.91114
O: -5.57282 -13.37872 26.55956
H: -5.29650 -12.98375 28.54135
H: -6.80839 -13.79869 28.19314
H: -5.34100 -14.69632 28.24201
O: -9.06725 -9.81423 30.57550
S: -7.80195 -9.37645 31.22115
O: -7.50176 -7.94716 31.36020
O: -7.68442 -10.03732 32.72802
C: -8.53754 -9.58540 33.71746
C: -8.07126 -10.47028 34.88275
C: -6.41324 -10.27515 30.46085
H: -9.58824 -9.73135 33.46680
H: -8.42594 -8.56388 34.08098
H: -7.24561 -9.99491 35.41231
H: -7.64876 -11.40386 34.51124
H: -8.86790 -10.77358 35.56206
H: -5.95576 -9.60871 29.72963
H: -6.80870 -11.09557 29.86200
H: -5.74976 -10.55956 31.27755
O: -2.48457 -15.03180 25.63702
S: -1.82074 -14.02828 26.45659
O: -2.39028 -12.69632 26.61422
O: -1.53986 -14.72575 27.96698
C: -2.41137 -15.78582 28.38818
C: -2.47553 -15.74246 29.92099
C: -0.08935 -13.81230 25.92753
H: -1.91002 -16.69543 28.05747
H: -3.34112 -16.00005 27.86115
H: -2.95759 -14.82459 30.25748
H: -1.50601 -15.85574 30.40607
H: -3.09359 -16.58540 30.23009
H: 0.37581 -13.16424 26.67034
H: -0.20711 -13.29827 24.97359
H: 0.41169 -14.77736 25.85197
O: -7.49667 -15.32734 24.34085
S: -8.80395 -14.66261 24.33923
O: -8.95434 -13.31434 23.78125
O: -9.88321 -15.66432 23.44647
C: -9.65775 -17.13594 23.48943
C: -10.47640 -17.90544 22.41872
C: -9.46160 -14.63474 26.04049
H: -9.78380 -17.46639 24.52045
H: -8.60800 -17.37152 23.31440
H: -11.50507 -17.56303 22.53144
H: -10.40225 -18.96981 22.64168
H: -10.21899 -17.66935 21.38620
H: -8.73286 -14.07148 26.62341
H: -9.61831 -15.67879 26.31156
H: -10.36017 -14.02271 25.96248
O: -4.60080 -12.85802 31.98035
S: -5.76355 -13.62332 32.43792
O: -6.14630 -13.54468 33.83626
O: -7.07189 -13.15843 31.51510
C: -8.25354 -13.97325 31.45449
C: -9.41303 -13.24038 30.68400
C: -5.64784 -15.49394 32.06723
H: -8.67271 -14.08179 32.45480
H: -7.99461 -14.89877 30.94023
H: -9.93511 -13.75711 29.87869
H: -8.95729 -12.38012 30.19375
H: -10.09316 -12.79337 31.40906
H: -6.55218 -15.91414 32.50734
H: -4.75605 -15.75343 32.63775
H: -5.59099 -15.68676 30.99593

* E: -3157.6842 hartree
* frontier orbital gap (spin up / spin down): 5.8 / 3.6 eV
* HOMO energy (spin up / spin down): -17.25 / -17.25 eV
* net charge: +3
* spin multiplicity: 2
* largest force on an atom: 3.75 eV/A

=====

No. 6
Formula: C5H7FIN2
Source: OMol25
Level of theory: ωB97M-V with the def2-TZVPD basis set

Cartesian coordinates (Å):
C: 1.03558 -1.21169 1.14125
C: 1.79576 -0.07208 1.19223
C: -0.02581 -1.33814 0.27302
C: 1.65519 0.91446 0.22945
C: -0.19879 -0.26512 -0.76184
N: 0.69999 0.78910 -0.69232
N: -1.04937 -0.26550 -1.75296
F: 0.50298 1.77452 -1.52959
I: -2.89096 1.21685 0.65816
H: 1.18702 -1.91166 1.99174
H: 2.70646 0.00397 1.83095
H: -0.74914 -2.17629 0.36917
H: 2.30634 1.66816 0.15038
H: -0.68389 0.05996 -2.62285
H: -4.43119 1.65081 1.03313
H: -1.86016 -0.83736 -1.50992

* E: -701.4447 hartree
* frontier orbital gap: 8.8 eV
* HOMO energy: -13.19 eV
* net charge: +1
* largest force on an atom: 4.02 eV/A

=====

No. 7
Formula: C4H12N2O2
Source: OMol25
Level of theory: ωB97M-V with the def2-TZVPD basis set

Cartesian coordinates (Å):
C: -1.78056 -0.50617 -0.39662
C: -0.82451 -0.77297 0.77934
N: -1.14252 -2.07628 1.43134
C: 0.63692 -0.78308 0.30230
N: 1.44925 0.19460 1.00530
C: 1.75432 1.40530 0.50480
O: 1.11865 1.88250 -0.42578
H: -1.51896 0.45322 -0.84743
H: -1.58590 -1.25869 -1.16421
H: -2.82021 -0.53169 -0.07859
H: -1.02356 -0.02948 1.54322
H: -2.06936 -1.94279 1.82616
H: -1.29063 -2.75197 0.68389
H: 0.99688 -1.77861 0.56590
H: 0.75110 -0.67569 -0.76954
H: 1.64318 -0.08146 1.95410
H: 2.60806 1.94369 0.92613
O: 0.93658 2.45349 -3.01570
H: 1.57707 1.89822 -2.54890
H: 0.58419 2.95787 -2.27572

* E: -419.5951 hartree
* frontier orbital gap: 10.5 eV
* SMILES string: C[C@@H](N)CNC=O.O
* HOMO energy: -9.69 eV
* largest force on an atom: 1.49 eV/A

=====

No. 8
Formula: C8H11N3O
Source: OMol25
Level of theory: ωB97M-V with the def2-TZVPD basis set

Cartesian coordinates (Å):
N: -2.88237 1.92011 0.25755
C: -3.01758 0.57589 0.28637
O: -4.00496 0.05144 -0.27521
C: -1.85861 -0.31066 0.76691
C: -1.83762 -1.75271 0.18781
C: -0.68358 -1.92156 -0.77473
N: 0.31732 -1.17567 -0.75821
C: 0.38464 -0.09314 0.09504
C: 1.67010 0.61403 0.17121
C: 2.95581 -0.17998 0.25374
C: 2.76448 0.75574 -0.88363
N: -0.58732 0.42618 0.70331
H: -2.01050 2.36289 0.31858
H: -3.58680 2.21615 -0.40201
H: -2.06911 -0.40093 1.77690
H: -2.85682 -1.80188 -0.37381
H: -1.72923 -2.54950 0.94686
H: -0.83436 -2.76455 -1.59492
H: 1.56886 1.30435 1.03485
H: 3.05554 -1.22927 0.09353
H: 3.56954 0.22962 1.03192
H: 3.37170 1.68639 -0.82525
H: 2.44020 0.53831 -1.97458

* E: -550.8849 hartree
* frontier orbital gap: 9.9 eV
* SMILES string: NC(=O)[C@H]1CC=NC(C2CC2)=N1
* HOMO energy: -9.36 eV
* largest force on an atom: 3.32 eV/A

=====

No. 9
Formula: C5H10O3
Source: OMol25
Level of theory: ωB97M-V with the def2-TZVPD basis set

Cartesian coordinates (Å):
O: 1.12264 1.68608 -0.76134
C: 0.43477 1.03540 -1.52712
O: -0.31606 1.37788 -2.62062
C: 0.33135 -0.47395 -1.27460
C: -0.87434 -0.62633 -0.27193
C: -0.86650 0.22999 0.96712
C: 0.28008 -0.00011 1.94938
O: 0.63155 -1.37825 2.09980
H: 0.80011 1.41582 -2.70084
H: 1.31495 -0.84470 -0.95137
H: 0.07020 -0.85741 -2.24969
H: -1.73726 -0.47699 -0.93728
H: -0.92085 -1.68730 -0.00071
H: -1.78947 0.21167 1.59030
H: -0.75481 1.29536 0.74671
H: 0.14528 0.27172 3.00010
H: 1.15628 0.59445 1.63953
H: 0.97208 -1.77334 1.30253

* E: -422.1324 hartree
* frontier orbital gap: 10.5 eV
* HOMO energy: -10.19 eV
* largest force on an atom: 6.16 eV/A

=====

No. 10
Formula: C6H8N
Source: OMol25
Level of theory: ωB97M-V with the def2-TZVPD basis set

Cartesian coordinates (Å):
C: 0.07020 1.01286 -0.11482
C: -0.60088 1.31122 -1.27117
C: 0.65798 1.22589 1.21215
C: 1.18545 0.22952 0.57730
C: 2.16417 -0.74595 0.15544
C: -1.82991 -0.73031 -0.52984
N: -1.35117 0.64293 -0.20048
H: 0.47806 1.97613 1.93911
H: 3.07028 -0.65930 0.76211
H: 2.37095 -0.62588 -0.89351
H: 1.61684 -1.79317 0.21126
H: -2.28761 -0.64588 -1.50756
H: -0.89884 -1.37006 -0.48890
H: -2.57417 -1.15236 0.21857
H: -2.07136 1.32437 -0.06967

* E: -287.6543 hartree
* frontier orbital gap: 8.6 eV
* HOMO energy: -14.32 eV
* net charge: +1
* largest force on an atom: 2.94 eV/A

=====

No. 11
Formula: C10H11Cl2NS
Source: OMol25
Level of theory: ωB97M-V with the def2-TZVPD basis set

Cartesian coordinates (Å):
Cl: -1.39425 2.14973 -0.98696
C: -1.64427 0.71170 0.00068
Cl: -1.99925 1.26514 1.77020
S: -3.15786 -0.11121 -0.74131
C: -3.07450 -1.81081 -0.13314
C: -1.64398 -2.21106 -0.37054
C: -0.61457 -1.43675 0.36221
N: -0.45964 -0.08077 -0.10812
C: 0.83429 0.56443 -0.09506
C: 1.87758 0.20574 -0.98033
C: 3.08454 0.74941 -0.78867
C: 3.23603 1.81469 0.05266
C: 2.26721 2.31461 0.87817
C: 1.01205 1.64532 0.77291
H: -3.82347 -2.44481 -0.67934
H: -3.33904 -1.81916 0.98686
H: -1.50675 -2.06999 -1.39655
H: -1.67087 -3.25345 -0.27520
H: -0.87112 -1.34038 1.37496
H: 0.32715 -1.90102 0.20329
H: 1.77200 -0.57581 -1.75922
H: 3.84732 0.44227 -1.46811
H: 4.27977 2.28078 0.25894
H: 2.45152 2.93667 1.65851
H: 0.21013 1.97474 1.46316

* E: -1760.9278 hartree
* frontier orbital gap: 9.2 eV
* SMILES string: ClC1(Cl)SCCCN1c1ccccc1
* HOMO energy: -8.58 eV
* largest force on an atom: 5.13 eV/A

=====

No. 12
Formula: C4H8N2O
Source: OMol25
Level of theory: ωB97M-V with the def2-TZVPD basis set

Cartesian coordinates (Å):
H: 2.83416 -0.98822 0.79632
N: 2.07971 -0.78004 0.12254
C: 1.12482 -0.23834 0.74276
C: -0.09730 0.26121 0.01007
C: 0.35882 1.35220 -0.99122
O: -1.05991 0.89549 1.32765
C: -1.02417 -0.75459 -0.47160
N: -1.59775 -1.54523 0.27372
H: -2.18747 -2.25525 0.01275
H: 0.95995 -0.03068 1.80306
H: -0.51455 1.93884 -1.35414
H: 1.07499 2.02579 -0.59419
H: 0.50503 0.81317 -1.98737
H: -1.22695 0.11714 1.87311
H: -1.22938 -0.81149 -1.56344

* E: -341.8614 hartree
* frontier orbital gap: 10.8 eV
* SMILES string: [H]/N=C/C(C)(O)/C=N/[H]
* HOMO energy: -9.92 eV
* largest force on an atom: 4.04 eV/A